No. 1
The following is a DFT calculation (ωB97M-V/def2-TZVPD) of a 2-piece molecular cluster, C7H16N2O overall in a non-equilibrium geometry.

Results
Gap between HOMO and LUMO (spin up / spin down) in eV: 6.26 / 9.40
Multiplicity: 3
LUMO energy (spin up / spin down) in Ha: 0.030 / -0.022
E_HOMO (spin up / spin down) in eV: -5.45 / -9.99
Total charge: 0

Atoms and positions in Å:
C -3.9118 -0.5505 -0.4449
C 1.0055 -1.2293 0.9635
C 2.5211 -0.8826 -1.0835
C 2.1953 0.9128 0.5719
C -1.1102 1.1792 1.0088
C 0.2333 0.2278 -0.9146
C 1.4872 -0.2140 -0.1891
N -1.9265 0.7063 -1.2238
N -0.8823 0.7280 -0.4104
O -3.9268 -0.5234 0.7482
H -3.2617 -1.3510 -0.9044
H 0.9061 -2.2229 0.4597
H 1.9736 -1.4690 1.5154
H 0.2307 -1.0188 1.6667
H 2.9867 -0.1924 -1.9109
H 2.0551 -1.7306 -1.4432
H 3.3151 -1.1197 -0.4997
H 1.6486 1.2460 1.3619
H 3.0599 0.7063 1.0570
H 2.2892 1.8093 -0.1727
H -1.8543 0.4909 1.3801
H -0.0978 1.2134 1.3992
H -1.7808 2.1222 0.8903
H 0.1667 -0.1657 -1.8472
H -4.5665 0.2060 -1.1659
H -2.7554 1.1218 -0.8121

=====

No. 2
The following is a DFT calculation (ωB97M-V/def2-TZVPD) of a 7-piece molecular cluster, C14H38Br4O5 overall in a non-equilibrium geometry.

Results
Gap between HOMO and LUMO in eV: 10.03
Structure (SMILES): BrCCBr.BrCCBr.CCO.CCO.CCO.CCO.CCO
LUMO energy in Ha: 0.008
E_HOMO in eV: -9.80
Total charge: 0

Atoms and positions in Å:
Br 0.4430 -4.1808 3.3814
C -1.5827 -4.1754 3.2587
C -2.1272 -2.7572 3.5044
Br -4.1287 -2.7371 3.2178
H -1.9909 -4.8727 3.9903
H -1.8128 -4.6292 2.2947
H -1.6359 -2.0964 2.7902
H -1.8683 -2.4267 4.5104
Br 0.3643 -0.2464 4.3665
C 1.0218 0.3287 2.5823
C 0.7518 -0.8007 1.6023
Br 1.2593 -0.1754 -0.2828
H 2.0722 0.6196 2.5963
H 0.4844 1.2308 2.2898
H -0.2850 -1.1363 1.5760
H 1.3885 -1.6694 1.7693
C 3.4537 2.5292 0.5858
C 2.7869 3.3524 1.6883
O 2.3021 4.5434 1.1684
H 3.8845 1.5978 0.9533
H 4.3613 2.9948 0.2016
H 2.7365 2.4400 -0.2302
H 3.5399 3.5691 2.4459
H 1.9753 2.8338 2.1986
H 2.9861 5.0063 0.6789
C 1.1800 1.0340 -4.1588
C 2.0836 -0.1732 -3.9070
O 2.0105 -1.1290 -4.9361
H 1.1404 1.3256 -5.2083
H 1.4985 1.9032 -3.5834
H 0.1812 0.7746 -3.8077
H 1.9103 -0.5557 -2.9012
H 3.1159 0.1765 -3.8956
H 2.2455 -0.6476 -5.7327
C 1.6538 -3.6901 -0.9657
C 0.1848 -3.8539 -0.4957
O -0.5525 -4.8635 -1.0241
H 1.6356 -3.3911 -2.0137
H 2.2614 -4.5919 -0.8892
H 2.1881 -2.9435 -0.3782
H -0.2505 -2.9063 -0.8133
H 0.1654 -3.8104 0.5933
H -1.2956 -4.4704 -1.4876
C -2.6753 -0.5846 -0.1412
C -2.7930 -0.2218 -1.6159
O -3.0310 1.1828 -1.8266
H -3.6106 -0.3632 0.3728
H -1.9726 0.0134 0.4391
H -2.5118 -1.6597 -0.0670
H -3.5979 -0.7914 -2.0804
H -1.8793 -0.5212 -2.1294
H -3.9550 1.2279 -2.0833
C -2.2859 4.5717 -0.0667
C -1.6978 3.1375 0.1697
O -0.8269 3.3170 1.3058
H -2.7841 4.9274 0.8351
H -3.0085 4.4524 -0.8740
H -1.5042 5.2803 -0.3404
H -1.1115 2.7520 -0.6644
H -2.5141 2.4324 0.3268
H 0.0231 3.5175 0.9071

=====

No. 3
The following is a DFT calculation (ωB97M-V/def2-TZVPD) of a 2-piece molecular cluster, C3H10NS overall.

Results
Gap between HOMO and LUMO in eV: 7.78
LUMO energy in Ha: -0.197
E_HOMO in eV: -13.13
Total charge: +1

Atoms and positions in Å:
C 3.0472 -0.6328 -0.7570
N 1.9195 -1.0349 -0.3414
H 3.9771 -0.9555 -0.2986
H 3.0756 0.0539 -1.6013
H 1.0206 -0.5836 -0.6279
H 1.8562 -1.5629 0.5243
C -1.9486 -0.4375 0.7493
C -1.8870 0.9736 0.2015
S -0.3183 1.2656 -0.7207
H -2.8116 -0.5312 1.4163
H -2.1988 -1.1444 -0.0326
H -1.0594 -0.7428 1.2934
H -1.9950 1.7280 0.9733
H -2.6657 1.1259 -0.5349
H -0.0117 2.4785 -0.2437